# 1
{
  "formula": "C29H54N3OP2Sr",
  "method": "ωB97M-V/def2-TZVPD",
  "symbols": ["C", "C", "C", "C", "C", "H", "H", "H", "N", "P", "P", "C", "H", "H", "C", "H", "C", "C", "C", "C", "C", "H", "H", "H", "C", "H", "H", "H", "C", "H", "H", "H", "C", "H", "H", "H", "C", "H", "H", "H", "C", "H", "H", "H", "C", "H", "H", "H", "C", "H", "H", "H", "C", "H", "H", "H", "C", "H", "H", "H", "C", "H", "H", "H", "C", "H", "H", "H", "Sr", "C", "O", "N", "C", "C", "C", "C", "C", "H", "H", "H", "H", "H", "H", "H", "H", "H", "N", "H", "H", "H"],
  "positions_angstrom": [[1.6126, 1.4718, -1.5648], [2.1357, 1.7304, 0.7120], [2.3011, 2.6366, -1.9034], [2.9897, 2.8108, 0.3791], [3.0501, 3.2828, -0.9182], [2.2757, 2.9715, -2.9383], [3.5151, 3.2798, 1.2100], [3.6642, 4.1440, -1.1635], [1.4969, 1.0241, -0.2985], [0.8634, -1.1177, -2.4640], [0.5701, 0.5973, 2.7930], [0.9173, 0.6955, -2.7086], [-0.1088, 1.0877, -2.8073], [1.4195, 0.9181, -3.6620], [1.9492, 1.4290, 2.1096], [2.7281, 1.8063, 2.7850], [-0.8162, 1.8469, 3.1595], [1.2795, -0.3209, 4.3106], [-0.6845, -1.8019, -3.3935], [2.5526, -1.6816, -3.1072], [-2.1357, 1.0512, 3.2423], [-2.0926, 0.2699, 4.0144], [-2.9572, 1.7358, 3.5018], [-2.3779, 0.5670, 2.2839], [-0.5377, 2.5863, 4.4692], [-0.5474, 1.9251, 5.3434], [0.4188, 3.1228, 4.4304], [-1.3317, 3.3336, 4.6222], [-0.8772, 2.8740, 2.0175], [-1.7043, 3.5763, 2.2117], [0.0519, 3.4579, 1.9678], [-1.0474, 2.4045, 1.0376], [0.1122, -0.9618, 5.0869], [-0.5335, -1.5839, 4.4478], [0.5253, -1.6061, 5.8775], [-0.5159, -0.2056, 5.5809], [2.2472, -1.3929, 3.7716], [1.7666, -2.1171, 3.0944], [3.0946, -0.9415, 3.2375], [2.6501, -1.9627, 4.6235], [2.0669, 0.6046, 5.2387], [1.4605, 1.4228, 5.6414], [2.4121, -0.0011, 6.0916], [2.9502, 1.0258, 4.7468], [2.7089, -3.1844, -2.7876], [3.6474, -3.5300, -3.2465], [2.7667, -3.3632, -1.7027], [1.8898, -3.7919, -3.1961], [3.6481, -0.8888, -2.3675], [3.6026, 0.1833, -2.6009], [3.5950, -1.0228, -1.2778], [4.6233, -1.2708, -2.7083], [2.7052, -1.4265, -4.6079], [3.7641, -1.5703, -4.8701], [2.1270, -2.1325, -5.2106], [2.4307, -0.4037, -4.8943], [-1.6247, -0.6685, -3.8261], [-1.1635, -0.0151, -4.5813], [-2.5218, -1.1083, -4.2937], [-1.9601, -0.0602, -2.9750], [-1.4079, -2.7217, -2.3820], [-1.8060, -2.1639, -1.5154], [-2.2641, -3.1986, -2.8829], [-0.7513, -3.5303, -2.0168], [-0.2984, -2.6033, -4.6379], [0.1553, -1.9612, -5.4034], [0.3700, -3.4424, -4.4085], [-1.2149, -3.0292, -5.0786], [0.2741, -1.2643, 0.4457], [2.8360, -2.4379, 0.5047], [3.9057, -2.6384, 0.8841], [-1.8262, -0.0732, -0.2065], [-2.6849, 0.6673, -0.5125], [-3.9793, 1.3919, -0.7487], [-3.8744, 2.8066, -0.1724], [-4.2594, 1.4696, -2.2555], [-5.0702, 0.5875, -0.0367], [-3.6321, 2.7869, 0.8978], [-3.1008, 3.3875, -0.6910], [-4.8280, 3.3324, -0.2937], [-4.3056, 0.4693, -2.7061], [-5.2214, 1.9629, -2.4429], [-3.4826, 2.0537, -2.7671], [-6.0525, 1.0506, -0.1809], [-5.1200, -0.4386, -0.4275], [-4.8729, 0.5371, 1.0428], [-0.9616, -3.4682, 1.4208], [-1.7452, -3.1387, 1.9921], [-0.4572, -4.1595, 1.9825], [-1.3721, -3.9754, 0.6326]],
  "atomic_forces_ev_per_a": [[0.00, 0.52, -0.23], [-0.56, -0.56, 1.07], [-0.40, -0.88, -0.55], [0.29, 0.43, -0.66], [0.06, -0.20, 1.03], [0.17, -0.01, 0.23], [-0.03, 0.04, -0.37], [-0.10, -0.06, 0.03], [0.08, 0.01, 0.06], [-0.06, -0.17, 0.45], [0.11, -0.67, -0.91], [-0.04, 0.68, 0.12], [0.31, -0.25, 0.10], [-0.12, 0.12, 0.30], [0.61, -0.13, -0.78], [-0.46, 0.22, -0.33], [0.32, -0.41, 0.57], [-0.67, 0.69, -0.38], [0.68, 0.17, -0.05], [-0.63, -0.13, -0.21], [0.04, 0.21, 0.10], [-0.05, 0.23, -0.19], [0.08, -0.15, -0.04], [0.12, 0.15, 0.26], [-0.48, 0.36, 0.06], [0.00, 0.14, -0.22], [-0.16, -0.15, 0.00], [0.18, -0.05, 0.08], [0.10, -0.07, 0.08], [0.15, -0.20, -0.02], [-0.22, -0.21, -0.05], [0.13, 0.06, 0.21], [0.26, -0.12, 0.17], [0.19, 0.16, 0.08], [-0.14, 0.10, -0.12], [0.20, -0.24, -0.20], [0.00, 0.08, 0.16], [-0.09, 0.11, 0.15], [-0.28, -0.03, 0.14], [-0.10, 0.07, -0.21], [0.13, -0.19, 0.40], [0.19, -0.24, -0.13], [0.05, 0.23, -0.11], [-0.19, -0.08, 0.08], [0.14, 0.16, -0.18], [-0.21, -0.05, 0.19], [-0.03, 0.02, -0.43], [0.27, 0.14, 0.14], [-0.11, -0.08, -0.02], [0.05, -0.27, 0.15], [0.01, 0.24, -0.37], [-0.24, 0.10, 0.12], [0.41, -0.26, -0.23], [-0.21, 0.09, -0.05], [0.20, 0.20, 0.14], [0.07, -0.21, 0.06], [-0.15, -0.01, -0.03], [-0.08, -0.16, 0.28], [0.22, 0.07, 0.16], [0.15, -0.15, -0.28], [-0.04, -0.07, -0.12], [0.17, -0.13, -0.36], [0.15, 0.08, 0.15], [-0.12, 0.25, -0.15], [-0.40, -0.21, -0.24], [-0.14, -0.22, 0.25], [-0.16, 0.26, -0.15], [0.22, 0.06, 0.10], [0.48, 0.54, 0.48], [3.88, -0.71, 1.76], [-3.53, 0.58, -1.39], [-2.51, 2.40, -1.15], [1.12, -2.05, 0.98], [0.23, 0.30, -0.25], [0.23, 0.31, 0.28], [0.17, -0.15, -0.38], [-0.03, -0.48, 0.35], [-0.05, -0.01, -0.25], [-0.15, -0.13, 0.14], [0.12, -0.21, -0.05], [0.02, 0.24, 0.09], [0.20, -0.09, 0.23], [-0.17, -0.17, 0.09], [0.27, 0.06, -0.07], [0.00, 0.26, 0.09], [-0.06, 0.01, -0.25], [-0.20, -0.23, 0.02], [0.26, -0.18, -0.13], [-0.22, 0.25, -0.17], [0.07, 0.05, 0.31]],
  "lumo_ev": -2.6,
  "energy_ha": -2090.2013,
  "de_lowest_kj_mol": 0.0,
  "charge": 1
}

***

# 2
{
  "formula": "C19H28NNiO2P2",
  "method": "ωB97M-V/def2-TZVPD",
  "symbols": ["Ni", "P", "C", "C", "N", "C", "C", "C", "C", "C", "P", "H", "H", "H", "H", "H", "H", "H", "H", "O", "H", "H", "O", "H", "C", "H", "H", "H", "C", "H", "H", "H", "C", "H", "H", "H", "C", "H", "H", "H", "C", "C", "C", "C", "C", "C", "C", "C", "H", "H", "H", "H", "H"],
  "positions_angstrom": [[0.0253, -0.3200, 0.2677], [1.5851, 0.6649, -1.3100], [2.2004, -1.0410, -1.5840], [1.9591, -2.0875, -0.5566], [0.8227, -1.9500, 0.1597], [0.3244, -2.9503, 0.9321], [1.0790, -4.0861, 1.1121], [2.2920, -4.2225, 0.4349], [2.7229, -3.2169, -0.4271], [-1.0409, -2.6942, 1.5338], [-1.9494, -1.5063, 0.4545], [3.6199, -3.3040, -1.0575], [0.7036, -4.8504, 1.7901], [2.8902, -5.1107, 0.5551], [-1.5805, -3.6370, 1.6677], [-0.9533, -2.2208, 2.5217], [1.6121, -1.3738, -2.4130], [3.2126, -1.0316, -1.9909], [-0.1970, -1.8980, -3.2956], [0.4740, -2.5434, -3.5341], [0.8603, -2.1835, -4.3253], [-1.9218, -1.1570, -1.6138], [-1.5098, -1.0463, -2.4665], [-2.1888, -1.0329, -3.1456], [-3.0847, -2.6708, -0.4503], [-3.4302, -3.5185, 0.1765], [-3.9639, -2.1129, -0.8327], [-2.5299, -3.0602, -1.3282], [-3.0393, -0.4805, 1.4744], [-3.6522, 0.1258, 0.7922], [-3.6872, -1.0660, 2.1366], [-2.3983, 0.1850, 2.0646], [3.1285, 1.5376, -0.9999], [3.8123, 1.4166, -1.8440], [2.9064, 2.5989, -0.8427], [3.5803, 1.1343, -0.0871], [0.8972, 1.2761, -2.8579], [0.5361, 2.2962, -2.6764], [1.6771, 1.2914, -3.6297], [0.0588, 0.6308, -3.1494], [0.5531, 1.4263, -0.0055], [0.1360, 2.3428, 0.7389], [-0.2077, 3.4199, 1.5556], [0.7126, 4.4908, 1.7348], [0.3729, 5.5574, 2.5539], [-0.8715, 5.5787, 3.2050], [-1.7847, 4.5263, 3.0264], [-1.4676, 3.4618, 2.2083], [1.6769, 4.4496, 1.2182], [1.0872, 6.3734, 2.6836], [-1.1271, 6.4157, 3.8491], [-2.7550, 4.5429, 3.5347], [-2.1782, 2.6297, 2.0414]],
  "atomic_forces_ev_per_a": [[-1.58, 0.68, -0.25], [-0.88, 2.93, 1.64], [-0.07, -0.18, 0.14], [-0.72, 0.08, 0.62], [0.63, -2.02, -0.01], [0.70, 0.71, -0.47], [0.05, -0.54, 0.21], [-0.13, 0.35, -0.03], [0.66, -0.55, -0.32], [0.16, -0.13, 0.33], [-0.60, -0.49, 0.70], [-0.41, -0.18, 0.54], [0.20, 0.00, -0.26], [0.02, -0.14, 0.06], [0.07, 0.13, 0.04], [0.11, -0.10, -0.11], [-0.57, -0.33, -0.66], [0.19, 0.26, 0.43], [-0.54, 0.00, 0.38], [0.22, -0.32, 0.04], [0.32, -0.07, -0.72], [-0.11, 0.19, 0.22], [0.42, 0.41, -1.26], [-0.30, 0.01, 0.01], [-0.02, 0.07, -0.45], [0.23, 0.62, -0.26], [0.43, -0.31, 0.23], [-0.39, -0.06, 0.54], [-0.19, -0.26, 0.33], [0.17, -0.12, 0.24], [0.05, 0.20, -0.10], [-0.24, -0.06, -0.05], [0.17, 0.33, 0.08], [0.00, -0.03, 0.11], [0.10, -0.22, -0.07], [-0.02, 0.07, -0.19], [0.17, -0.36, -0.45], [0.13, -0.32, -0.01], [-0.25, -0.08, -0.03], [0.20, 0.26, -0.01], [1.99, -1.90, -1.86], [-0.16, 1.65, 0.84], [-0.11, -0.19, -0.32], [-0.01, -0.05, 0.20], [-0.12, -0.28, 0.04], [0.07, -0.03, -0.05], [-0.01, 0.27, 0.07], [-0.25, -0.32, -0.21], [-0.39, 0.09, 0.22], [-0.30, -0.22, 0.01], [0.03, -0.15, -0.11], [0.42, 0.06, -0.19], [0.47, 0.63, 0.19]],
  "lumo_ev": [-2.7, -2.7],
  "multiplicity": 3,
  "energy_ha": -3136.7000,
  "de_lowest_kj_mol": 0.0,
  "charge": 1
}

***

# 3
{
  "formula": "C6H11NO",
  "method": "ωB97M-V/def2-TZVPD",
  "symbols": ["C", "C", "C", "C", "C", "C", "N", "O", "H", "H", "H", "H", "H", "H", "H", "H", "H", "H", "H"],
  "positions_angstrom": [[0.7118, 1.6352, -0.9051], [0.5651, 0.8086, 0.1197], [1.5667, 0.7703, 1.0375], [-0.2754, -0.3549, 0.0511], [-1.5908, -0.3662, 0.6673], [-2.8348, 0.1704, -0.2361], [0.2909, -1.5238, -0.1538], [1.5467, -1.2960, -0.6923], [1.7305, 2.3612, -1.0445], [0.0290, 1.8544, -1.8721], [2.5782, 0.1297, 0.8068], [1.7019, 1.9165, 1.3601], [1.1530, 0.3721, 2.1639], [-1.5532, 0.5437, 1.5186], [-1.6115, -1.4907, 1.1248], [-2.4063, 1.2744, -0.8274], [-3.1420, -0.2651, -1.2114], [-3.8305, 0.5200, 0.3424], [2.0861, -2.1613, -0.1525]],
  "atomic_forces_ev_per_a": [[0.97, 3.74, -3.73], [-1.85, 0.61, -5.51], [4.79, 0.81, 8.54], [0.45, -2.87, 0.10], [-2.59, 0.52, 2.16], [0.32, 3.84, -1.03], [-1.89, 2.48, -0.12], [3.31, -4.97, 2.49], [-2.98, -1.97, 0.97], [1.33, -1.23, 2.58], [-2.61, 1.98, 0.51], [0.81, -2.55, -0.78], [1.09, 0.60, -3.03], [-0.08, -2.85, -1.73], [-0.93, 2.84, -0.87], [-1.09, -2.86, 2.25], [0.37, -0.88, 1.10], [2.60, -1.05, -1.07], [-2.02, 3.80, -2.85]],
  "smiles": "C=C(C)/C(CC)=N\\O",
  "lumo_ev": 0.8,
  "energy_ha": -364.9447,
  "de_lowest_kj_mol": 752.9,
  "charge": 0
}

***

# 4
{
  "formula": "C3H6ClFN2S",
  "method": "ωB97M-V/def2-TZVPD",
  "symbols": ["C", "S", "C", "N", "N", "C", "F", "Cl", "H", "H", "H", "H", "H", "H"],
  "positions_angstrom": [[-1.7152, -1.1524, 0.6362], [-0.3907, -1.1408, -0.6268], [0.6924, 0.2063, -0.2018], [0.4556, 1.4056, -0.4997], [-0.7308, 1.7900, -0.9183], [2.0740, -0.1539, 0.4410], [2.6794, 0.8641, 1.0311], [3.0126, -0.8506, -0.9418], [-2.5061, -0.3191, 0.5068], [-1.0784, -1.0056, 1.6363], [-2.2089, -2.2076, 0.5313], [-0.8660, 2.6772, -1.3875], [-1.4688, 0.9313, -1.2868], [2.0510, -1.0444, 1.0800]],
  "atomic_forces_ev_per_a": [[0.23, 0.07, 1.49], [-0.11, -0.29, -0.37], [0.67, -0.98, 1.16], [0.14, 1.35, 0.18], [-3.60, -3.07, -1.43], [-1.65, -1.32, -1.55], [0.36, 0.54, 0.06], [0.61, 0.30, -0.11], [1.39, -1.40, 0.28], [-2.11, -0.53, -1.86], [0.97, 2.06, 0.50], [0.73, -0.26, 0.19], [2.83, 2.94, 1.17], [-0.45, 0.59, 0.28]],
  "smiles": "CS/C(=N\\N)[C@H](F)Cl",
  "lumo_ev": 0.5,
  "energy_ha": -1185.5849,
  "de_lowest_kj_mol": 212.0,
  "charge": 0
}

***

# 5
{
  "formula": "C6H7N",
  "method": "ωB97M-V/def2-TZVPD",
  "symbols": ["C", "C", "C", "C", "C", "C", "N", "H", "H", "H", "H", "H", "H", "H"],
  "positions_angstrom": [[-0.1290, 1.6549, -0.4322], [-0.5800, 0.7843, -1.4747], [0.3292, 1.4569, 0.7874], [-0.8900, -1.5288, -0.6602], [0.7114, 1.2036, 1.9954], [-0.1273, -2.3389, 0.0191], [-0.7520, -0.5438, -1.5411], [-0.1375, 2.6919, -0.7549], [-0.8434, 1.2961, -2.3923], [0.0071, 1.2045, 2.8171], [1.7414, 1.0115, 2.2582], [0.9566, -2.3734, -0.0891], [-0.5381, -3.0537, 0.7145], [-1.0744, -0.8412, -2.4624]],
  "atomic_forces_ev_per_a": [[0.08, 0.17, 0.04], [0.09, 0.32, -0.47], [-0.38, -0.73, -0.35], [-0.42, 0.09, 0.84], [0.09, 0.13, 0.42], [0.55, -0.26, 0.01], [-0.12, 0.23, -0.72], [-0.02, 0.04, 0.01], [0.02, -0.20, 0.05], [-0.13, -0.04, 0.05], [0.20, -0.01, -0.08], [0.06, 0.11, -0.09], [-0.18, -0.03, 0.09], [0.16, 0.18, 0.20]],
  "lumo_ev": [0.4, 0.4],
  "energy_ha": -287.3882,
  "de_lowest_kj_mol": 522.6,
  "charge": 0
}

***

# 6
{
  "formula": "C17H24N2OS",
  "method": "ωB97M-V/def2-TZVPD",
  "symbols": ["C", "C", "S", "C", "C", "C", "C", "C", "C", "C", "O", "N", "N", "C", "C", "C", "C", "C", "C", "C", "C", "H", "H", "H", "H", "H", "H", "H", "H", "H", "H", "H", "H", "H", "H", "H", "H", "H", "H", "H", "H", "H", "H", "H", "H"],
  "positions_angstrom": [[2.6514, -1.6148, 2.4665], [1.4288, -0.9846, 1.8279], [-0.1438, -1.6819, 2.5046], [-0.2748, -3.1626, 1.5112], [0.4473, -4.2955, 1.8451], [0.3612, -5.4185, 1.0414], [-0.4526, -5.4118, -0.0786], [-1.1910, -4.2833, -0.3936], [-1.1047, -3.1553, 0.4018], [1.4098, -1.1891, 0.3311], [2.0688, -2.0234, -0.2519], [0.5707, -0.3680, -0.3597], [-0.1980, 0.5504, 0.2592], [-1.0796, 1.2471, -0.3327], [-1.8014, 2.2252, 0.5406], [-1.4173, 3.6811, 0.2402], [0.0988, 3.8831, 0.1230], [0.6195, 4.0140, -1.3110], [0.5895, 2.7508, -2.1772], [-0.8116, 2.3155, -2.6298], [-1.4390, 1.1842, -1.7912], [2.7698, -2.6351, 2.1089], [2.5548, -1.6152, 3.5492], [3.5417, -1.0540, 2.1881], [1.3423, 0.0780, 2.0596], [1.0689, -4.2957, 2.7274], [0.9317, -6.3007, 1.2915], [-0.5143, -6.2886, -0.7060], [-1.8321, -4.2799, -1.2632], [-1.6752, -2.2673, 0.1707], [0.5159, -0.5312, -1.3660], [-1.5442, 1.9929, 1.5747], [-2.8796, 2.1040, 0.4146], [-1.9073, 4.0179, -0.6730], [-1.8070, 4.2948, 1.0545], [0.3740, 4.8016, 0.6463], [0.6118, 3.0596, 0.6228], [0.0631, 4.8051, -1.8209], [1.6611, 4.3410, -1.2512], [1.0914, 1.9394, -1.6484], [1.1853, 2.9636, -3.0684], [-1.4699, 3.1842, -2.6247], [-0.7630, 1.9664, -3.6639], [-1.1254, 0.2213, -2.2049], [-2.5259, 1.2351, -1.8849]],
  "atomic_forces_ev_per_a": [[-0.04, 0.04, -0.14], [-0.17, -0.30, 0.39], [0.06, -0.15, -0.11], [-0.01, 0.49, 0.46], [0.01, -0.15, -0.05], [0.07, -0.10, 0.04], [-0.02, -0.05, -0.07], [-0.07, -0.04, -0.10], [-0.06, -0.04, -0.06], [0.22, 0.15, 0.15], [0.06, 0.00, 0.05], [-0.33, 0.12, -1.32], [0.12, 0.19, 0.73], [-0.22, -0.21, -0.15], [-0.02, 0.18, -0.01], [0.05, -0.07, 0.14], [-0.07, 0.26, -0.13], [0.19, -0.24, 0.17], [-0.07, 0.26, -0.15], [0.11, -0.09, -0.05], [0.17, -0.09, -0.02], [0.05, -0.03, 0.03], [-0.01, 0.02, 0.04], [0.14, -0.01, -0.03], [0.01, -0.07, -0.06], [0.04, 0.01, 0.07], [0.04, -0.08, 0.01], [-0.01, -0.07, -0.04], [-0.05, -0.01, -0.07], [-0.03, 0.08, -0.01], [0.03, -0.02, 0.33], [-0.04, -0.03, -0.03], [-0.06, -0.05, 0.05], [-0.07, 0.09, -0.02], [-0.07, 0.03, -0.07], [0.03, -0.04, 0.05], [0.09, 0.03, 0.08], [0.01, 0.07, -0.04], [-0.02, 0.08, -0.04], [0.10, -0.07, -0.02], [0.02, -0.07, 0.03], [-0.03, 0.01, -0.07], [-0.08, 0.06, 0.02], [-0.10, 0.02, 0.00], [0.00, -0.11, 0.01]],
  "smiles": "C[C@H](Sc1ccccc1)C(=O)NN=C1CCCCCCC1",
  "lumo_ev": 0.7,
  "energy_ha": -1245.1141,
  "de_lowest_kj_mol": 83.1,
  "charge": 0
}

***

no.,maximum force (eV/A)
1,4.318
2,3.468
3,9.826
4,4.946
5,0.943
6,1.368